[1]
Computed, not measured: a gas-phase ion, C2H6N3O2 (charge +1), with ωB97M-V/def2-TZVPD.

Geometry as XYZ:
```
13
Properties=species:S:1:pos:R:3:forces:R:3
C 1.45542 -0.35810 -0.03386 1.70 0.74 0.89
C 0.48612 0.60230 -0.01218 -5.62 -0.07 -0.70
N 0.57624 1.91726 -0.08920 2.34 1.00 0.93
N -2.32182 0.43328 -0.26911 1.62 2.01 -0.07
N 1.33648 -1.63270 -0.14629 -2.19 -3.84 -0.50
O -1.02901 0.07114 -0.25640 3.68 -1.46 0.07
O -2.94297 -0.64015 0.13882 2.16 -1.56 0.82
H 2.52319 -0.19654 0.16356 -0.57 1.49 0.30
H -0.11077 2.50129 0.37061 -0.38 -0.21 -0.05
H 1.53291 2.16186 0.25812 -0.94 0.37 -0.85
H 0.44149 -2.00725 -0.48595 0.49 0.06 0.42
H 1.90682 -2.30694 0.38908 -0.11 0.81 -0.82
H -3.85410 -0.54545 -0.02721 -2.18 0.68 -0.46
```
Forces are in eV/Å.

## Properties
orbital gap (spin up / spin down) = 9.09 / 5.91 eV
total charge = +1

***

[2]
Computed, not measured: a molecular structure, C2H6N3O2, with ωB97M-V/def2-TZVPD.

Geometry as XYZ:
```
13
Properties=species:S:1:pos:R:3:forces:R:3
C -0.11587 0.46858 0.36160 -0.77 2.00 0.41
C -0.76981 -0.17969 -0.78989 -1.09 -2.66 1.44
N 0.64602 0.16582 -0.87860 2.32 -0.52 -1.86
N 0.16437 0.11470 1.65368 1.64 -1.69 -4.46
N -0.54191 2.32805 0.18809 2.03 -4.66 -0.04
O -0.17052 2.64538 -0.89368 -0.23 1.90 -1.36
O -0.97786 2.86742 1.12249 -0.62 0.88 0.72
H -1.63576 0.25718 -1.36142 1.50 -0.41 0.33
H -0.66898 -1.30526 -0.60947 -1.40 1.47 -0.54
H 0.84476 1.02975 -1.40167 -0.02 0.08 0.14
H 1.32065 -0.67017 -1.20782 -1.69 2.35 1.73
H -0.50956 0.29663 2.26797 -3.76 0.66 2.97
H 1.02916 0.36252 2.01211 2.09 0.61 0.53
```
Forces are in eV/Å.

## Properties
orbital gap = 9.75 eV
total charge = +1

***

[3]
Computed, not measured: a gas-phase ion, C2H6N3P (charge +2), with ωB97M-V/def2-TZVPD.

Geometry as XYZ:
```
12
Properties=species:S:1:pos:R:3:forces:R:3
C 0.47146 -0.95073 0.31599 0.73 -0.25 -0.62
C -1.01976 0.55149 -0.71073 -1.23 3.25 -0.61
N 1.75120 -0.73244 0.41909 -1.78 -1.67 2.56
N -0.15726 -0.42944 -0.83976 0.05 -2.39 -1.16
N -1.25461 1.11810 0.45042 -0.80 0.56 -1.99
P 2.54474 0.39209 -0.45526 2.26 1.82 -1.76
H -0.00249 -1.46866 1.11898 -0.75 -0.57 0.17
H -1.44212 1.12238 -1.61044 0.61 -1.43 1.03
H 2.12614 -1.16305 1.29762 0.31 0.28 -0.74
H -0.16717 -1.05089 -1.71689 0.10 1.29 1.39
H -1.80140 2.00511 0.45802 0.44 -1.06 0.41
H -1.04873 0.60605 1.27295 0.07 0.16 1.29
```
Forces are in eV/Å.

## Properties
orbital gap (spin up / spin down) = 6.79 / 6.64 eV
total charge = +2

***

[4]
Computed, not measured: a gas-phase ion, C2H6N3S (charge +1), with ωB97M-V/def2-TZVPD.

Geometry as XYZ:
```
12
Properties=species:S:1:pos:R:3:forces:R:3
N 2.17569 -0.58579 -0.82991 -0.56 0.11 0.31
C 1.17794 -0.59765 0.03152 -0.50 0.47 -0.42
N 0.05988 0.10595 -0.13664 0.75 0.40 -1.08
C -1.04947 0.08368 0.67536 -1.71 0.19 0.89
N -2.16334 0.78098 0.49219 1.06 -1.09 0.65
S -2.71622 1.92740 -0.56464 0.69 -0.02 -0.52
H 2.13025 -0.05693 -1.69023 0.06 0.02 0.01
H 3.01746 -1.11202 -0.65679 -0.02 -0.06 0.08
H 1.25869 -1.21532 0.91518 0.05 -0.03 0.06
H -0.02901 0.70671 -0.95819 -0.03 0.03 0.01
H -0.99210 -0.57023 1.53236 -0.13 -0.02 -0.01
H -2.86975 0.53323 1.18979 0.33 -0.01 0.01
```
Forces are in eV/Å.

## Properties
orbital gap (spin up / spin down) = 6.83 / 6.82 eV
total charge = +1

***

[5]
Computed, not measured: a single C2H6N4 molecule, with ωB97M-V/def2-TZVPD.

Geometry as XYZ:
```
12
Properties=species:S:1:pos:R:3:forces:R:3
H -1.05432 2.14012 0.98633 -0.36 -1.81 -1.72
N -1.05328 1.32676 0.24072 0.62 2.43 2.83
C -0.01146 0.62402 0.43398 1.87 -1.19 -1.64
N 1.10791 0.81249 1.35476 -2.31 -0.73 2.42
C 0.15106 -0.52032 -0.64160 -0.22 -0.06 1.42
N -0.97395 -0.68841 -1.45583 1.37 -2.76 -1.03
N 1.23003 -1.20513 -0.46572 -1.78 -2.62 -1.26
H 1.06708 -2.18635 -0.92982 0.87 2.28 0.47
H 1.71568 -0.13803 1.72898 -2.88 3.54 -1.66
H 0.57070 1.42248 2.16793 2.51 -2.26 -2.12
H -1.67099 0.04400 -1.28473 0.03 -0.81 -0.47
H -1.07847 -1.63163 -2.13499 0.28 3.99 2.74
```
Forces are in eV/Å.

## Properties
orbital gap = 10.12 eV

***

[6]
Computed, not measured: 2 unconnected molecules or ions with the total composition C2H6N4, with ωB97M-V/def2-TZVPD.

Geometry as XYZ:
```
12
Properties=species:S:1:pos:R:3:forces:R:3
C 0.75098 1.96114 -1.37457 2.67 -0.38 -0.72
C -0.50155 -1.50144 0.18721 3.95 0.56 3.15
N 0.87962 0.12124 1.29153 -0.08 0.59 -0.20
N 3.09825 1.59451 -1.41269 3.94 -0.08 -1.15
N 1.91782 1.73947 -1.39586 -6.96 1.37 0.66
N -0.07687 -0.11489 0.56346 -0.42 0.20 -0.07
H -0.21023 2.38181 -1.57289 0.13 -0.23 0.28
H 0.42375 -1.98480 -0.15947 -0.47 -0.30 -0.15
H -1.23303 -1.44838 -0.51083 -2.19 0.03 -1.98
H -0.78915 -1.94066 1.14733 -0.33 -0.32 -0.38
H 1.46792 -0.65720 1.64660 -0.46 -0.82 -0.30
H 3.45158 1.01372 -0.68899 0.22 -0.62 0.87
```
Forces are in eV/Å.

## Properties
orbital gap = 8.90 eV

***

[7]
Computed, not measured: a single C2H6N4 molecule, with ωB97M-V/def2-TZVPD.

Geometry as XYZ:
```
12
Properties=species:S:1:pos:R:3:forces:R:3
C 1.32363 1.27391 1.07261 -1.24 -5.08 -1.46
N 0.38704 0.45719 0.63413 1.09 3.87 1.05
N 0.52311 -0.77657 0.22010 0.91 -0.93 0.07
C -0.15641 -1.18001 -0.97061 2.85 -0.75 2.37
N -1.28468 -0.84103 -1.30808 -1.00 0.87 -1.21
N -1.79160 0.07547 -0.51424 -4.03 2.97 1.42
H 2.34026 0.85339 1.10202 -0.04 0.91 0.43
H 0.85731 2.12523 1.42967 0.27 2.01 0.77
H 1.32849 -1.30342 0.58469 -0.25 0.23 -0.82
H 0.42800 -1.82568 -1.50225 1.06 -1.94 -1.51
H -1.23252 0.76957 0.10539 -0.74 -2.02 -1.59
H -2.72263 0.37193 -0.85343 1.12 -0.14 0.48
```
Forces are in eV/Å.

## Properties
orbital gap = 8.68 eV

***

[8]
Computed, not measured: a molecular structure, C2H6N4, with ωB97M-V/def2-TZVPD.

Geometry as XYZ:
```
12
Properties=species:S:1:pos:R:3:forces:R:3
C 0.31215 0.25096 0.10215 -6.59 6.29 -2.84
C -1.23150 -1.15734 -0.76300 2.86 -2.45 -1.80
N 1.18647 -0.56848 0.64611 6.75 -3.32 3.33
N 0.75831 1.43505 0.69941 0.01 1.30 1.90
N 1.84686 0.60485 1.21457 -0.63 -2.03 0.71
N -0.56941 0.08965 -0.95796 -0.35 1.79 -0.62
H -2.13812 -1.09238 -0.27533 -1.51 0.11 2.42
H -1.60621 -1.53251 -1.72007 0.75 -0.38 -0.31
H -0.32147 -1.82093 -0.32750 -3.04 0.76 -0.83
H 1.01033 2.37366 0.38456 0.29 -0.61 -0.88
H 1.97757 0.53270 2.29936 -0.69 0.15 -2.32
H -1.22498 0.88476 -1.30231 2.13 -1.62 1.25
```
Forces are in eV/Å.

## Properties
orbital gap (spin up / spin down) = 5.05 / 7.71 eV
multiplicity = 3

***

[9]
Computed, not measured: 2 unconnected molecules or ions with the total composition C2H6N4O, with ωB97M-V/def2-TZVPD.

Geometry as XYZ:
```
13
Properties=species:S:1:pos:R:3:forces:R:3
N -0.59187 -0.02346 1.93026 -0.13 1.67 -0.33
N -0.81564 0.25025 0.58000 0.05 -0.49 -0.23
C -1.87604 0.87729 0.00161 0.63 -0.55 1.25
C -1.59727 0.73285 -1.31037 -1.39 0.58 -1.78
N -0.45875 0.05967 -1.51679 0.75 -0.32 1.11
N 0.03134 -0.24290 -0.33420 -0.50 0.38 -0.55
H -0.57204 -1.00438 2.04546 0.00 -1.23 0.09
H 0.33664 0.33471 2.10077 0.17 -0.03 0.41
H -2.69494 1.29347 0.56799 0.21 -0.03 -0.09
H -2.22994 1.04459 -2.13461 0.31 0.01 0.10
O 3.50885 -1.50815 -0.53121 -0.61 1.94 -0.49
H 4.25465 -0.88570 -0.69831 -0.76 -0.77 0.19
H 2.70502 -0.92823 -0.70061 1.25 -1.17 0.33
```
Forces are in eV/Å.

## Properties
orbital gap = 11.07 eV

***

[10]
Computed, not measured: a single C2H6N4O molecule, with ωB97M-V/def2-TZVPD.

Geometry as XYZ:
```
13
Properties=species:S:1:pos:R:3:forces:R:3
H -2.46024 1.75443 0.16738 0.03 -0.22 -0.09
N -1.46038 1.57127 0.22477 0.23 0.44 0.18
C -1.14716 0.36526 -0.00131 -0.59 0.14 -0.01
N -2.00101 -0.65541 -0.32390 -0.17 -0.48 -0.11
C 0.27537 -0.05051 0.02531 1.03 -0.10 0.08
O 0.44540 -1.40380 0.23379 0.19 0.13 -0.02
N 1.20271 0.79334 -0.13056 -0.61 0.35 -0.02
N 2.51924 0.43687 -0.16678 0.18 -0.48 -0.06
H -1.66055 -1.60126 -0.26072 -0.07 0.11 -0.01
H -2.98974 -0.51690 -0.20053 0.11 0.03 0.04
H 1.36251 -1.64206 0.04622 -0.15 -0.02 -0.11
H 3.08774 1.26576 -0.06166 -0.05 -0.21 0.05
H 2.82611 -0.31698 0.44799 -0.12 0.30 0.08
```
Forces are in eV/Å.

## Properties
orbital gap = 9.27 eV

***

Relative energy (zero: lowest compared OMol25 entry of this formula, charge and spin): 5.590 5.138 2.146 1.232 2.331 5.977 4.262 2.513 2.849 1.989 (eV)